Computed, not measured: a structure of composition C23H53NO4P3Yb, with wB97M-V/def2-TZVPD.

Last column: Mulliken charge in e.
Atoms and positions in Å:
Yb (0.142214, 0.012327, 0.035174)  -0.03
P (-0.341739, -2.444528, -1.665616)  0.73
P (-0.375823, 2.299749, -1.529976)  1.00
N (1.593958, -0.087395, -1.682463)  0.48
C (1.361830, -2.488173, -2.435235)  -0.82
H (1.873797, -3.413811, -2.128281)  0.25
H (1.202215, -2.551158, -3.528799)  0.46
C (2.283633, -1.296726, -2.095553)  -1.12
H (2.980194, -1.622715, -1.283458)  0.19
H (2.926769, -1.140301, -2.990341)  0.50
C (2.262812, 1.128730, -2.086397)  -1.00
H (2.764578, 0.986408, -3.067985)  0.54
H (3.097246, 1.372082, -1.371994)  0.18
C (1.358607, 2.383142, -2.241305)  -1.14
H (1.221855, 2.607497, -3.315665)  0.64
H (1.901441, 3.244060, -1.815870)  0.39
C (-0.103433, 3.162737, 0.129927)  1.66
C (-1.178008, 2.811215, 1.171149)  -1.13
H (-0.884132, 3.252386, 2.137753)  0.45
H (-1.301299, 1.724778, 1.342035)  0.03
H (-2.162556, 3.221942, 0.904630)  0.32
C (-1.541545, 3.347287, -2.506315)  0.79
C (-2.920938, 3.483019, -1.840663)  -1.38
H (-3.631050, 3.847792, -2.595228)  0.48
H (-2.924661, 4.196967, -1.004962)  0.26
H (-3.301667, 2.518710, -1.483208)  0.23
C (-1.442740, -3.341190, -2.866026)  0.77
C (-2.859565, -3.582894, -2.333270)  -1.53
H (-3.506710, -3.769281, -3.199756)  0.50
H (-3.266978, -2.721568, -1.796512)  0.24
H (-2.920954, -4.464582, -1.683249)  0.30
C (-0.151843, -3.650310, -0.245118)  0.49
C (-1.406007, -3.652431, 0.635496)  -1.21
H (-1.138006, -4.078295, 1.612558)  0.43
H (-2.206590, -4.267722, 0.200937)  0.27
H (-1.824087, -2.652664, 0.813146)  0.02
C (-2.311567, -0.079948, -0.593293)  0.54
C (-0.955642, 4.683764, -2.970699)  -1.39
H (-0.872820, 5.417409, -2.160331)  0.25
H (0.029563, 4.558002, -3.434445)  0.31
H (-1.626127, 5.114940, -3.727439)  0.48
C (-0.881541, -4.613356, -3.505052)  -1.38
H (-1.578698, -4.919552, -4.297250)  0.46
H (0.103156, -4.464537, -3.957907)  0.30
H (-0.816906, -5.451849, -2.804007)  0.22
C (0.256464, -5.078322, -0.602661)  -1.70
H (0.622498, -5.566561, 0.313552)  0.44
H (-0.591557, -5.678207, -0.957332)  0.31
H (1.068257, -5.129177, -1.337065)  0.37
C (0.121318, 4.670853, 0.053921)  -1.85
H (-0.801593, 5.227007, -0.160670)  0.36
H (0.486797, 5.024461, 1.034048)  0.46
H (0.886349, 4.941538, -0.686041)  0.39
H (0.852780, 2.728014, 0.485371)  -1.13
H (0.683449, -3.204292, 0.327541)  0.26
H (-1.681334, 2.728134, -3.408368)  0.45
H (-1.509857, -2.582033, -3.663166)  0.51
O (-3.447796, -0.239811, -0.702902)  -0.26
H (-0.333523, -0.007221, -3.439342)  0.14
H (-1.039363, -0.011586, -3.142297)  -0.16
C (2.767840, 2.836875, 2.514345)  -1.11
C (2.892395, 1.783609, 1.452513)  -0.39
O (1.752915, 0.832342, 1.463620)  0.10
P (1.854522, -0.558704, 2.531296)  -0.10
O (1.863552, 0.074492, 4.011210)  -0.28
C (0.956881, 0.997657, 4.705421)  0.31
C (0.637540, 0.416970, 6.047578)  -1.47
O (0.161524, -0.773408, 2.214298)  -0.15
C (-0.747958, -1.368114, 3.197016)  -0.31
C (-0.093321, -2.550537, 3.867199)  -1.61
H (1.796142, 3.351080, 2.496310)  0.20
H (3.538943, 3.592570, 2.322355)  0.45
H (2.962863, 2.410599, 3.500585)  0.37
H (2.880395, 2.227717, 0.453097)  0.00
H (3.811443, 1.194616, 1.582869)  0.56
H (0.067565, 1.171870, 4.095775)  0.01
H (1.497141, 1.944814, 4.819504)  0.44
H (1.562834, 0.143298, 6.563040)  0.35
H (0.119054, 1.163910, 6.644364)  0.42
H (-0.001958, -0.470253, 5.989127)  0.30
H (-1.632758, -1.672815, 2.635604)  0.61
H (-1.052410, -0.599723, 3.906772)  0.40
H (-0.865081, -3.105230, 4.404591)  0.47
H (0.675135, -2.260830, 4.594496)  0.47
H (0.351689, -3.225531, 3.133312)  0.33

Forces on atoms 1 to 6 (eV/Å):
Yb 0.3 0.0 -2.8
P 0.7 -1.0 0.8
P 0.8 0.4 1.2
N -1.1 0.1 1.2
C -0.4 -0.1 -0.3
H -0.3 0.2 -0.3

Values from the calculation:
Total charge: +2
LUMO energy (spin up / spin down): -0.2210 / -0.2485 hartree
Electronic energy: -3446.1191 a.u.
Gap between HOMO and LUMO (spin up / spin down): 7.38 / 6.34 eV
E_HOMO (spin up / spin down): -13.397 / -13.098 eV
<S²>: 0.754
2S+1: 2